1.
ORCA calculation (the ωB97M-V functional and the def2-TZVPD basis) on C14H45Ag2N12O8 as an isolated structure at a distorted geometry.

```
81
Properties=species:S:1:pos:R:3:mulliken_charge:R:1
Ag 0.19 4.88 0.12 0.58
Ag -0.68 3.14 -2.66 0.61
C 0.32 1.65 0.15 -0.46
O 0.85 2.58 -0.78 0.25
H 0.46 1.91 1.20 -0.02
H -0.73 1.38 -0.02 0.17
H 0.80 0.67 0.02 0.05
C -3.14 -1.52 -3.28 -1.48
C -2.90 -2.03 -1.88 0.59
C -2.23 -3.39 -1.83 -0.20
O -3.04 -4.46 -2.34 -0.44
C -4.09 -4.81 -1.47 -0.70
N -1.95 -1.13 -1.19 0.02
H -3.84 -2.12 -3.88 0.38
H -2.19 -1.50 -3.82 0.22
H -3.58 -0.52 -3.33 0.33
H -3.87 -2.03 -1.37 0.46
H -1.95 -3.68 -0.81 0.31
H -1.33 -3.46 -2.44 -0.03
H -4.47 -4.04 -0.79 0.29
H -3.79 -5.68 -0.86 0.28
H -4.87 -5.26 -2.09 0.29
H -1.13 -0.95 -1.77 -0.32
H -2.36 -0.19 -1.22 0.08
C -1.35 -3.14 2.33 -1.32
C -1.96 -1.75 2.58 0.14
C -1.00 -0.58 2.68 -0.05
O -0.40 -0.44 3.94 -0.44
C 0.49 0.63 3.99 -0.56
N -3.01 -1.41 1.59 -0.52
H -0.60 -3.29 3.11 0.43
H -0.83 -3.22 1.37 0.14
H -2.15 -3.87 2.36 0.41
H -2.52 -1.84 3.52 0.51
H -1.67 0.29 2.52 0.18
H -0.28 -0.54 1.85 -0.08
H 0.05 1.55 3.58 0.11
H 1.43 0.44 3.45 0.29
H 0.74 0.86 5.03 0.38
H -3.57 -2.25 1.48 0.35
H -2.55 -1.38 0.66 0.02
C 4.47 -0.93 -0.68 0.50
O 3.23 -0.89 -0.71 -0.64
N 5.14 -1.43 0.39 -0.41
N 5.22 -0.56 -1.77 -0.36
H 6.12 -1.30 0.52 0.17
H 4.65 -1.97 1.08 0.23
H 6.21 -0.74 -1.72 0.18
H 4.77 -0.70 -2.66 0.23
C -3.55 2.12 -0.07 0.57
O -2.82 1.71 -0.98 -0.65
N -3.98 1.44 1.00 -0.22
N -3.85 3.48 -0.03 -0.47
H -4.50 1.94 1.70 0.23
H -3.65 0.49 1.22 0.15
H -4.63 3.82 0.50 0.19
H -3.55 3.98 -0.84 0.20
C 4.45 3.10 -1.68 0.42
O 5.52 3.47 -2.10 -0.65
N 3.24 3.51 -2.22 -0.28
N 4.28 2.35 -0.54 -0.11
H 3.09 3.92 -3.12 0.21
H 2.43 3.12 -1.76 0.10
H 5.03 1.95 -0.02 0.18
H 3.35 2.01 -0.35 -0.05
C 0.91 -1.48 -3.32 0.36
O 0.32 -1.84 -4.33 -0.66
N 1.50 -2.33 -2.46 -0.12
N 0.82 -0.16 -2.89 -0.18
H 1.41 -3.32 -2.60 0.24
H 1.92 -1.97 -1.61 0.22
H 1.12 0.07 -1.96 0.00
H 0.09 0.36 -3.33 0.17
C 2.90 3.38 3.76 0.55
O 3.86 3.36 4.50 -0.64
N 2.95 2.90 2.48 -0.11
N 1.71 3.93 4.15 -0.29
H 2.18 2.88 1.84 0.07
H 3.82 2.44 2.28 0.11
H 0.86 3.92 3.61 0.11
H 1.65 4.46 5.00 0.21
```

Values from the calculation:
Total charge: +1
LUMO (eV): -6.20
DFT total energy (hartree): -2113.15487
ΔE to the lowest compared entry with this formula, charge and spin (kcal per mole): 0.0

=====

2.
ORCA calculation (the ωB97M-V functional and the def2-TZVPD basis) on C14H46BKO14 as an isolated structure at a distorted geometry.

```
76
Properties=species:S:1:pos:R:3:mulliken_charge:R:1
K -11.62 4.89 -20.81 0.98
B -6.90 4.25 -18.19 -0.09
H -7.55 3.82 -17.44 -0.19
H -7.15 5.30 -18.20 -0.21
H -5.91 4.08 -17.80 -0.24
H -7.08 3.85 -19.17 -0.25
C -13.15 5.33 -12.44 -0.42
C -12.25 6.27 -13.37 -0.30
O -12.91 7.34 -13.99 -0.49
O -13.15 5.73 -11.05 -0.51
H -12.55 4.42 -12.38 0.27
H -14.19 5.25 -12.74 0.32
H -11.85 5.54 -14.07 0.23
H -11.35 6.68 -12.90 0.28
H -13.84 7.24 -13.78 0.33
H -13.59 6.57 -10.89 0.29
C 0.12 3.04 -11.71 -0.32
C -0.69 2.89 -12.98 -0.49
O -0.71 4.02 -13.79 -0.54
O 1.41 3.63 -12.07 -0.51
H 0.32 2.09 -11.22 0.28
H -0.43 3.70 -11.04 0.23
H -1.70 2.50 -12.84 0.40
H -0.27 2.04 -13.52 0.30
H -1.49 3.78 -14.30 0.33
H 1.21 4.21 -12.81 0.33
C -10.47 12.22 -18.79 -0.48
C -10.06 13.16 -17.58 -0.24
O -8.64 13.49 -17.62 -0.53
O -10.19 10.84 -18.62 -0.48
H -10.17 12.45 -19.81 0.34
H -11.53 12.42 -18.64 0.25
H -10.14 12.68 -16.60 0.25
H -10.50 14.16 -17.60 0.26
H -8.15 12.74 -17.98 0.31
H -10.61 10.64 -17.78 0.32
C -2.02 11.22 -19.46 -0.30
C -2.78 9.89 -19.20 -0.39
O -4.09 10.18 -18.88 -0.53
O -1.85 11.43 -20.78 -0.52
H -1.06 11.21 -18.93 0.29
H -2.62 12.02 -19.03 0.25
H -2.17 9.11 -18.74 0.35
H -2.86 9.36 -20.15 0.25
H -4.64 9.40 -18.93 0.30
H -1.27 12.17 -20.96 0.30
C -4.38 4.55 -25.22 -0.08
C -4.47 5.84 -25.88 -0.51
O -3.31 6.55 -26.02 -0.51
O -5.69 3.98 -25.02 -0.54
H -3.97 4.96 -24.30 0.19
H -3.65 3.85 -25.62 0.26
H -5.29 6.53 -25.66 0.35
H -4.67 5.52 -26.90 0.22
H -3.11 7.04 -25.22 0.31
H -5.80 3.54 -24.17 0.31
C -6.30 -1.80 -19.64 -0.18
C -4.91 -1.28 -19.71 -0.54
O -4.55 -0.54 -18.56 -0.52
O -7.36 -0.93 -19.28 -0.49
H -6.10 -2.67 -19.01 0.21
H -6.61 -2.20 -20.60 0.29
H -4.84 -0.56 -20.52 0.28
H -4.16 -2.05 -19.90 0.32
H -4.98 0.30 -18.72 0.30
H -7.09 -0.31 -18.60 0.32
C 3.68 4.04 -20.28 -0.29
C 2.33 4.23 -20.99 -0.42
O 1.50 3.07 -21.04 -0.52
O 4.47 5.19 -20.61 -0.52
H 4.30 3.14 -20.27 0.36
H 3.37 4.05 -19.24 0.19
H 2.39 4.63 -22.00 0.30
H 1.69 4.96 -20.49 0.28
H 0.79 3.29 -20.43 0.34
H 5.31 5.24 -20.13 0.29
```

Values from the calculation:
LUMO (eV): -2.36
DFT total energy (hartree): -2238.68814
ΔE to the lowest compared entry with this formula, charge and spin (kcal per mole): 225.3

=====

3.
ORCA calculation (the ωB97M-V functional and the def2-TZVPD basis) on a 8-piece molecular cluster, C14H46N14O8 overall at a distorted geometry.

```
82
Properties=species:S:1:pos:R:3:mulliken_charge:R:1
C 14.92 8.32 15.49 -0.58
O 14.68 9.71 15.44 -0.43
C 15.42 10.32 14.37 -0.19
C 15.19 11.80 14.10 0.55
C 13.73 12.33 13.99 -1.30
N 15.94 11.99 12.83 -0.46
H 14.46 7.93 16.39 0.27
H 15.97 7.98 15.57 0.29
H 14.45 7.84 14.59 0.18
H 16.50 10.19 14.64 0.33
H 15.21 9.71 13.44 -0.19
H 15.61 12.43 14.85 0.27
H 13.26 11.91 13.13 0.09
H 13.58 13.41 13.93 0.33
H 13.15 12.05 14.93 0.31
H 16.18 11.12 12.42 0.21
H 16.84 12.46 13.06 0.30
C 10.35 15.06 6.38 -0.86
O 9.88 13.95 5.61 -0.33
C 9.11 12.94 6.25 -0.36
C 8.83 11.77 5.30 0.66
C 8.33 12.26 3.92 -1.46
N 7.86 10.95 5.92 -0.58
H 10.36 15.03 7.44 0.35
H 9.66 15.91 6.17 0.31
H 11.27 15.48 5.99 0.29
H 9.58 12.56 7.14 0.26
H 8.11 13.35 6.61 0.22
H 9.76 11.11 5.23 -0.08
H 7.61 13.02 4.02 0.36
H 7.93 11.48 3.27 0.42
H 9.16 12.77 3.41 0.32
H 7.44 10.26 5.29 0.24
H 7.10 11.50 6.27 0.25
N 10.77 7.32 14.70 -0.48
C 10.91 7.88 13.43 0.48
N 11.90 8.80 13.29 -0.06
O 10.20 7.52 12.53 -0.60
H 10.50 6.33 14.65 0.25
H 11.44 7.52 15.42 0.22
H 11.90 9.41 12.49 0.10
H 12.28 9.27 14.13 0.18
N 16.00 12.78 9.63 -0.42
C 14.71 12.23 9.39 0.55
N 13.90 12.11 10.44 -0.07
O 14.37 11.82 8.26 -0.75
H 16.56 12.85 8.84 0.21
H 16.14 12.97 10.58 0.16
H 13.05 11.57 10.51 0.34
H 14.29 12.46 11.31 0.00
N 12.96 6.46 7.99 -0.31
C 13.90 5.51 8.38 0.47
N 14.97 5.29 7.53 -0.27
O 14.00 5.00 9.53 -0.75
H 12.15 6.50 8.62 0.15
H 12.93 6.77 7.02 0.28
H 15.73 4.79 7.94 0.22
H 15.05 5.55 6.59 0.20
N 16.19 6.86 10.71 -0.42
C 15.53 7.95 11.09 0.61
N 14.25 7.70 11.43 0.01
O 16.00 9.09 11.08 -0.67
H 17.19 6.88 10.59 0.25
H 15.59 6.09 10.30 0.09
H 13.95 6.69 11.44 0.23
H 13.58 8.43 11.67 -0.12
N 13.74 10.09 5.45 -0.43
C 13.97 8.81 5.97 0.56
N 14.57 8.90 7.14 -0.20
O 13.62 7.71 5.45 -0.76
H 13.78 10.92 6.07 0.25
H 13.22 10.20 4.53 0.24
H 14.78 9.85 7.49 0.19
H 14.40 8.29 7.92 0.21
N 9.98 9.15 9.58 -0.45
C 11.13 9.93 9.49 0.63
N 11.53 10.40 8.27 -0.07
O 11.80 10.21 10.48 -0.69
H 9.20 9.33 8.93 0.18
H 9.73 8.77 10.51 0.21
H 11.28 9.87 7.45 0.25
H 12.49 10.72 8.31 -0.20
```

Values from the calculation:
LUMO (eV): 0.66
DFT total energy (hartree): -1929.73787
ΔE to the lowest compared entry with this formula, charge and spin (kcal per mole): 33.8

=====

Look up the LUMO of the second one. -2.36 eV

=====

DFT total energy of number 2 (C14H46BKO14)? -2238.68814 hartree

=====

Number 1 is which compound? C14H45Ag2N12O8

=====

What is the formula in the first record? C14H45Ag2N12O8